No. 1
The following is a DFT calculation (ωB97M-V/def2-TZVPD) of C43H56N2NbO3S2 as an isolated structure.

Each line ends with the Mulliken charge.
Element x y z (Å)
C 1.22 3.06 5.55  -0.05
C -0.13 2.43 6.19  -0.56
O -0.47 1.13 5.65  -0.41
C -0.88 1.22 4.25  -0.02
C 0.12 0.30 3.38  -0.21
O -0.25 0.22 1.98  -0.46
Nb 0.40 1.95 0.91  -0.79
C 2.38 0.92 0.30  -0.61
C 3.67 1.62 0.95  0.31
O 4.87 0.80 0.67  -0.58
C 1.14 3.81 -0.17  -0.74
C 0.57 5.21 0.40  -0.53
C 0.76 5.44 1.98  0.43
S 1.73 7.00 2.39  -0.20
C 2.54 6.54 4.02  0.26
S 2.12 7.22 5.49  -0.23
N 3.61 5.50 4.00  0.25
C 4.43 5.07 5.13  -0.29
C 5.31 3.95 4.54  -0.40
N 5.05 3.71 3.11  -0.36
C 4.00 4.67 2.86  -0.18
H 0.91 4.02 4.97  -0.07
H 1.76 2.35 4.84  -0.06
H 1.98 3.35 6.37  0.34
H -0.02 2.37 7.34  0.30
H -1.02 3.13 5.98  0.31
H -1.95 0.81 4.09  0.12
H -0.89 2.32 3.91  0.11
H 0.00 -0.77 3.81  0.23
H 1.23 0.56 3.55  0.07
H -0.43 1.28 -0.57  0.09
H -1.09 2.79 1.51  -0.01
H 1.26 2.44 2.44  0.44
H 2.39 -0.19 0.64  0.17
H 2.40 0.99 -0.85  0.41
H 3.90 2.66 0.51  -0.02
H 3.59 1.74 2.09  -0.08
H 5.59 1.16 1.25  0.31
H 2.28 3.91 -0.25  0.19
H 0.75 3.73 -1.26  0.39
H 1.17 6.05 -0.13  0.35
H -0.53 5.42 0.11  0.28
H 1.29 4.59 2.53  -0.78
H -0.29 5.58 2.42  0.44
H 4.42 5.43 6.22  0.32
H 6.07 3.34 5.12  0.32
H 3.51 4.76 1.83  0.30
C -3.09 -1.12 0.27  0.01
C -4.45 -0.85 0.44  -0.74
C -5.35 -1.13 -0.58  -0.28
C -4.89 -1.69 -1.77  -0.35
C -3.54 -1.96 -1.94  -0.22
C -2.64 -1.67 -0.92  -0.51
H -2.39 -0.89 1.07  0.19
H -4.80 -0.42 1.37  0.37
H -6.40 -0.91 -0.45  0.35
H -5.60 -1.91 -2.57  0.34
H -3.19 -2.40 -2.87  0.31
H -1.58 -1.88 -1.05  0.47
C -3.81 -3.38 -7.74  -0.44
C -2.53 -3.89 -7.53  -0.44
C -2.16 -4.36 -6.27  -0.39
C -3.08 -4.32 -5.22  -0.49
C -4.36 -3.81 -5.43  -0.37
C -4.72 -3.34 -6.69  -0.35
H -4.10 -3.02 -8.72  0.53
H -1.83 -3.93 -8.35  0.39
H -1.17 -4.75 -6.11  0.37
H -2.79 -4.68 -4.24  0.43
H -5.07 -3.78 -4.61  0.40
H -5.72 -2.94 -6.85  0.38
C -1.78 -5.84 2.53  -0.38
C -0.65 -6.59 2.20  -0.42
C 0.48 -5.96 1.71  -0.29
C 0.50 -4.58 1.54  -0.73
C -0.63 -3.83 1.87  -0.23
C -1.77 -4.46 2.35  -0.51
H -2.67 -6.33 2.91  0.35
H -0.66 -7.67 2.34  0.34
H 1.36 -6.54 1.45  0.36
H 1.38 -4.08 1.16  0.46
H -0.62 -2.75 1.74  0.61
H -2.65 -3.87 2.60  0.39
C -5.13 1.08 -8.25  -0.49
C -4.10 0.14 -8.24  0.07
C -2.88 0.44 -8.85  -0.48
C -2.70 1.68 -9.46  -0.35
C -3.73 2.62 -9.46  -0.43
C -4.95 2.31 -8.86  -0.33
H -6.08 0.84 -7.78  0.35
H -4.24 -0.82 -7.77  0.23
H -2.08 -0.29 -8.86  0.37
H -1.75 1.92 -9.93  0.35
H -3.58 3.59 -9.93  0.34
H -5.75 3.04 -8.86  0.35
C 5.60 -1.75 3.41  -0.38
C 5.30 -2.04 2.09  -0.12
C 4.99 -3.35 1.72  -0.58
C 4.97 -4.35 2.68  -0.32
C 5.27 -4.06 4.01  -0.40
C 5.59 -2.76 4.37  -0.39
H 5.85 -0.73 3.70  0.38
H 5.31 -1.25 1.34  0.37
H 4.76 -3.58 0.69  0.37
H 4.72 -5.37 2.39  0.38
H 5.26 -4.85 4.75  0.35
H 5.83 -2.53 5.41  0.36

Results
- Multiplicity: 1
- Energy relative to the best compared isomer or geometry (same formula, charge and spin): 0.0 kcal/mol
- Gap between HOMO and LUMO: 6.11 eV
- HOMO: -5.26 eV
- Electronic energy: -77833.2846 eV
- Net charge: -1

=====

No. 2
The following is a DFT calculation (ωB97M-V/def2-TZVPD) of an isolated molecule of C6H7ClN2O4.

Each line ends with the Mulliken charge.
Element x y z (Å)
C -1.63 0.51 -0.52  0.32
C -0.91 1.12 0.50  0.27
C 0.58 1.28 0.52  -1.04
C 1.36 0.12 1.11  -0.49
C 1.06 -1.28 0.52  -0.45
C 1.74 -1.45 -0.86  -0.45
N -3.14 0.39 -0.37  0.95
N 1.22 -0.92 -1.88  0.44
O -3.72 1.39 -0.04  -0.54
O -3.62 -0.65 -0.67  -0.54
O 1.24 -0.61 -3.03  -0.57
O -1.11 -0.19 -1.41  -0.43
Cl -1.67 1.83 1.87  -0.11
H 0.85 1.52 -0.43  0.47
H 0.76 2.15 1.04  0.51
H 2.47 0.21 0.90  0.33
H 0.85 0.06 2.13  0.25
H 1.20 -2.14 1.14  0.43
H -0.06 -1.22 0.42  0.10
H 2.54 -2.12 -0.94  0.55

Results
- Multiplicity: 1
- Energy relative to the best compared isomer or geometry (same formula, charge and spin): 33.2 kcal/mol
- Gap between HOMO and LUMO (spin up / spin down): 9.04 / 6.00 eV
- HOMO (spin up / spin down): -9.43 / -8.58 eV
- Electronic energy: -30019.5120 eV
- Net charge: 0

=====

No. 3
The following is a DFT calculation (ωB97M-V/def2-TZVPD) of C2H4BrOP as an isolated structure.

Each line ends with the Mulliken charge.
Element x y z (Å)
C -0.79 0.25 0.95  -0.81
C 0.48 -0.19 0.24  -0.56
O 1.40 0.39 -2.68  -0.37
P 0.11 0.21 -2.03  0.49
Br 0.46 -2.06 -0.44  -0.18
H -1.08 -0.35 1.86  0.27
H -1.55 0.43 0.28  0.34
H -0.44 1.24 1.17  0.33
H 1.41 0.08 0.67  0.49

Results
- Multiplicity: 1
- Energy relative to the best compared isomer or geometry (same formula, charge and spin): 34.3 kcal/mol
- Gap between HOMO and LUMO: 8.08 eV
- HOMO: -8.66 eV
- Electronic energy: -83516.0688 eV
- Net charge: 0

=====

No. 4
The following is a DFT calculation (ωB97M-V/def2-TZVPD) of an isolated ion of composition C3H6N3 and charge +1.

Each line ends with the Mulliken charge.
Element x y z (Å)
C 0.30 0.58 1.13  -0.12
C 0.75 -0.17 -1.04  -0.16
C -1.43 -0.55 -0.10  -0.85
N 1.52 0.98 1.06  0.43
N 2.38 0.96 0.31  -0.47
N -0.07 -0.04 -0.05  0.02
H -0.34 0.71 1.97  0.43
H 0.43 -0.66 -1.94  0.22
H 1.78 0.20 -1.05  0.49
H -1.62 -1.02 -1.05  0.27
H -2.13 0.28 0.05  0.37
H -1.58 -1.27 0.70  0.37

Results
- Multiplicity: 1
- Energy relative to the best compared isomer or geometry (same formula, charge and spin): 73.8 kcal/mol
- Gap between HOMO and LUMO: 8.81 eV
- HOMO: -14.39 eV
- Electronic energy: -7668.1755 eV
- Net charge: +1

=====

No. 5
The following is a DFT calculation (ωB97M-V/def2-TZVPD) of C20H32N3OPdSi as an isolated structure.

Each line ends with the Mulliken charge.
Element x y z (Å)
Pd -0.77 1.50 0.37  0.20
N 0.61 3.20 0.37  -0.32
C 2.05 2.81 0.32  -0.54
C 2.24 1.61 -0.58  -0.75
N 1.43 0.50 -0.09  -0.04
C 1.94 -0.24 1.06  -0.76
C 1.27 0.20 2.36  -0.60
N -0.18 0.26 2.16  -0.32
H 0.35 3.66 -0.50  0.21
H 0.45 3.86 1.12  0.23
H 2.37 2.58 1.33  0.27
H 2.67 3.63 -0.05  0.43
H 3.30 1.36 -0.64  0.39
H 1.89 1.86 -1.58  0.39
H 1.24 -0.14 -0.85  0.19
H 3.02 -0.13 1.17  0.30
H 1.73 -1.30 0.90  0.47
H 1.60 1.19 2.66  0.28
H 1.55 -0.51 3.15  0.43
H -0.69 0.47 3.01  0.17
H -0.55 -0.61 1.78  0.26
C -4.17 -0.16 -2.32  -1.75
C -4.68 -0.02 -0.88  1.68
C -5.10 -1.42 -0.37  -1.69
C -5.83 0.98 -0.80  -1.60
Si -3.22 0.57 0.18  0.41
O -1.87 -0.31 0.12  -0.85
C -2.72 2.24 -0.66  -0.03
C -1.78 2.24 -1.72  0.79
C -1.44 3.44 -2.38  -1.27
C -2.03 4.62 -1.99  -0.32
C -2.95 4.64 -0.93  -0.86
C -3.28 3.48 -0.27  -0.60
C -3.76 1.08 1.94  0.99
C -4.85 0.51 2.60  -0.42
C -5.20 0.85 3.90  -0.84
C -4.45 1.78 4.60  -0.52
C -3.36 2.38 3.98  -0.91
C -3.04 2.04 2.67  0.13
H -4.97 -0.56 -2.96  0.51
H -3.33 -0.85 -2.38  0.29
H -3.87 0.80 -2.74  0.35
H -5.93 -1.80 -0.96  0.47
H -5.42 -1.41 0.67  0.29
H -4.27 -2.13 -0.46  0.35
H -6.70 0.59 -1.34  0.52
H -5.56 1.93 -1.26  0.32
H -6.14 1.17 0.23  0.32
H -1.44 1.30 -2.14  0.56
H -0.76 3.42 -3.22  0.48
H -1.79 5.54 -2.51  0.44
H -3.42 5.57 -0.64  0.46
H -3.99 3.51 0.55  0.49
H -5.46 -0.22 2.09  0.10
H -6.06 0.39 4.36  0.44
H -4.70 2.03 5.62  0.40
H -2.78 3.13 4.50  0.42
H -2.23 2.59 2.21  0.57

Results
- Multiplicity: 1
- Gap between HOMO and LUMO (spin up / spin down): 7.17 / 7.17 eV
- HOMO (spin up / spin down): -11.43 / -11.44 eV
- Electronic energy: -39130.6878 eV
- Net charge: +1

=====

No. 6
The following is a DFT calculation (ωB97M-V/def2-TZVPD) of a 12-piece molecular cluster, C4H28NO14 overall.

Each line ends with the Mulliken charge.
Element x y z (Å)
C -3.22 1.28 -1.03  -0.05
N -2.00 1.42 -1.69  0.10
C -1.33 2.76 -1.67  -0.78
C -1.18 0.23 -2.00  -0.59
C -0.84 -0.51 -0.65  0.25
O -1.76 -0.63 0.20  -0.55
O 0.33 -0.96 -0.65  -0.32
O -3.94 2.22 -0.78  -0.62
H -3.67 0.33 -0.73  0.42
H -1.38 3.05 -0.62  0.20
H -0.33 2.58 -2.09  0.35
H -1.84 3.41 -2.37  0.25
H -1.96 -0.45 -2.51  0.03
H -0.25 0.38 -2.55  0.61
H -0.84 -0.44 1.65  0.35
H 0.07 -1.19 2.76  0.22
O -0.14 -0.36 2.33  -0.49
H 0.92 1.91 1.77  0.46
H 1.23 0.78 0.90  0.16
O 1.69 1.55 1.27  -0.69
H -2.71 -2.31 -1.81  0.34
H -1.33 -2.78 -1.46  0.35
O -2.25 -3.05 -1.40  -0.66
H 0.99 -1.25 -2.45  0.21
H 2.40 -0.89 -2.61  0.38
O 1.57 -0.95 -3.17  -0.71
H 3.09 -0.83 2.52  0.29
H 2.61 0.18 1.57  0.37
O 3.22 -0.63 1.59  -0.75
H 4.11 0.67 -1.61  0.26
H 3.27 0.07 -0.58  0.31
O 3.16 0.57 -1.42  -0.63
H -0.02 -3.38 2.87  0.31
H 1.39 -3.09 2.60  0.44
O 0.73 -2.95 3.31  -0.74
H -1.05 1.82 2.85  0.27
H -1.55 2.29 1.42  0.25
O -0.79 2.17 2.00  -0.62
H 2.45 2.18 -0.79  0.40
H 2.48 3.62 -0.84  0.30
O 2.28 2.90 -1.45  -0.62
H -3.27 -0.51 1.76  0.34
H -3.43 -1.92 1.32  0.34
O -3.93 -1.21 1.73  -0.67
H 1.74 -2.49 0.31  0.39
H 3.00 -2.55 1.26  0.34
O 2.26 -3.04 0.92  -0.79

Results
- Multiplicity: 1
- Energy relative to the best compared isomer or geometry (same formula, charge and spin): 52.0 kcal/mol
- Gap between HOMO and LUMO: 8.42 eV
- HOMO: -5.76 eV
- Electronic energy: -34760.5352 eV
- Net charge: -1

=====

No. 7
The following is a DFT calculation (ωB97M-V/def2-TZVPD) of an isolated molecule of C3H5N.

Each line ends with the Mulliken charge.
Element x y z (Å)
C 2.49 0.44 0.49  -0.36
C 0.37 -0.30 -0.56  -0.05
C -0.96 0.15 0.04  -0.88
N 1.53 0.14 -0.22  0.01
H 3.10 1.21 -0.04  0.20
H 0.21 -1.23 -1.26  0.24
H -1.63 -0.12 -0.72  0.29
H -1.07 1.21 0.28  0.30
H -1.19 -0.44 0.92  0.25

Results
- Multiplicity: 1
- Energy relative to the best compared isomer or geometry (same formula, charge and spin): 65.1 kcal/mol
- Gap between HOMO and LUMO: 9.16 eV
- HOMO: -8.09 eV
- Electronic energy: -4679.0341 eV
- Net charge: 0

=====

No. 8
The following is a DFT calculation (ωB97M-V/def2-TZVPD) of an isolated ion of composition C5H10 and charge +1.

Each line ends with the Mulliken charge.
Element x y z (Å)
C -0.06 -2.09 0.99  -1.01
C -0.58 -0.60 0.99  -0.53
C 0.20 0.09 -0.26  -0.29
C -0.04 1.51 -0.64  0.10
C 0.62 2.23 -1.55  -0.62
H -0.74 -2.61 1.73  0.32
H 1.00 -1.93 1.40  0.33
H -0.15 -2.65 -0.04  0.30
H -0.19 -0.07 1.86  0.32
H -1.64 -0.68 0.99  0.44
H 1.25 -0.33 -0.36  0.42
H -0.48 -0.12 -1.10  0.28
H -0.83 2.10 0.08  0.32
H 1.51 1.99 -2.19  0.32
H 0.12 3.17 -1.88  0.30

Results
- Multiplicity: 2
- Expectation value of S²: 0.754
- Energy relative to the best compared isomer or geometry (same formula, charge and spin): 47.1 kcal/mol
- Gap between HOMO and LUMO (spin up / spin down): 10.95 / 6.81 eV
- HOMO (spin up / spin down): -15.68 / -15.71 eV
- Electronic energy: -5335.5941 eV
- Net charge: +1

=====

No. 9
The following is a DFT calculation (ωB97M-V/def2-TZVPD) of an isolated molecule of C4H7NO2.

Each line ends with the Mulliken charge.
Element x y z (Å)
C 0.98 1.26 -1.02  -0.53
C 1.07 -0.30 -1.06  -0.33
C -0.65 -0.24 0.53  0.68
C -1.62 -0.99 1.42  -0.96
N 0.75 1.72 0.29  -0.53
O -0.13 -0.90 -0.54  -0.27
O -0.17 0.86 0.94  -0.08
H 1.90 1.73 -1.31  0.38
H 0.23 1.70 -1.59  0.30
H 1.22 -0.76 -2.13  0.25
H 2.05 -0.47 -0.46  0.25
H -2.51 -1.27 0.83  0.29
H -1.91 -0.35 2.27  0.31
H -1.22 -1.98 1.82  0.26

Results
- Multiplicity: 1
- Energy relative to the best compared isomer or geometry (same formula, charge and spin): 120.0 kcal/mol
- Gap between HOMO and LUMO (spin up / spin down): 8.01 / 8.01 eV
- HOMO (spin up / spin down): -7.20 / -7.20 eV
- Electronic energy: -9842.0770 eV
- Net charge: 0

=====

No. 10
The following is a DFT calculation (ωB97M-V/def2-TZVPD) of an isolated molecule of C5H13NO.

Each line ends with the Mulliken charge.
Element x y z (Å)
C 1.76 1.62 -0.66  -1.07
C 1.45 0.46 0.33  -0.65
C 0.01 -0.06 0.13  0.31
C -1.12 0.84 0.66  -0.82
O -2.11 0.94 -0.36  -0.49
N -0.08 -1.47 0.64  -0.57
C 0.15 -2.46 -0.45  -0.95
H 0.95 1.73 -1.44  0.32
H 2.62 1.41 -1.29  0.34
H 1.67 2.64 -0.29  0.32
H 1.62 0.84 1.34  0.34
H 2.11 -0.35 0.09  0.28
H -0.06 -0.06 -0.97  0.26
H -1.58 0.30 1.57  0.34
H -0.70 1.73 1.07  0.41
H -2.57 1.75 -0.12  0.31
H -1.09 -1.53 0.66  0.34
H 0.02 -3.43 0.02  0.35
H -0.47 -2.23 -1.33  0.34
H 1.16 -2.43 -0.85  0.29

Results
- Multiplicity: 1
- SMILES string: CC[C@H](CO)NC
- Energy relative to the best compared isomer or geometry (same formula, charge and spin): 44.7 kcal/mol
- Gap between HOMO and LUMO: 10.14 eV
- HOMO: -9.27 eV
- Electronic energy: -8932.0712 eV
- Net charge: 0

=====

No. 11
The following is a DFT calculation (ωB97M-V/def2-TZVPD) of an isolated molecule of C3H7NOS.

Each line ends with the Mulliken charge.
Element x y z (Å)
N 1.24 -0.61 -1.01  -0.63
C 0.37 0.09 -0.08  0.01
C 0.21 -0.71 1.21  -0.13
O -0.77 -0.78 1.90  -0.45
C -0.96 0.42 -0.74  -0.59
S -1.91 1.75 0.08  -0.22
H 1.16 -1.62 -0.92  0.23
H 2.21 -0.36 -0.89  0.26
H 0.86 1.01 0.27  0.35
H 1.12 -1.30 1.47  0.36
H -0.72 0.77 -1.73  0.39
H -1.60 -0.47 -0.77  0.32
H -1.21 1.82 1.21  0.10

Results
- Multiplicity: 1
- SMILES string: N[C@H](C=O)CS
- Energy relative to the best compared isomer or geometry (same formula, charge and spin): 30.0 kcal/mol
- Gap between HOMO and LUMO: 9.61 eV
- HOMO: -8.96 eV
- Electronic energy: -17596.6268 eV
- Net charge: 0

=====

No. 12
The following is a DFT calculation (ωB97M-V/def2-TZVPD) of C20H44BeClLiN2O14PS as an isolated structure.

Each line ends with the Mulliken charge.
Element x y z (Å)
C 7.31 -0.87 4.83  -0.88
C 8.04 -2.04 3.97  -0.52
P 6.78 -3.36 3.36  0.15
C 7.26 -3.82 1.58  -0.89
O 5.29 -2.49 3.27  -0.11
C 4.28 -3.06 4.13  0.28
O 4.50 -3.95 4.99  -0.50
C 2.80 -2.46 3.84  -0.22
C 1.45 -3.26 3.99  0.11
C 0.15 -2.48 3.63  -0.55
N 0.12 -1.10 3.15  0.02
C 1.37 -0.35 2.98  -0.33
C 2.74 -0.95 3.32  -0.10
H 6.40 -0.41 4.29  0.14
H 8.02 0.01 5.06  0.34
H 7.02 -1.29 5.87  0.28
H 8.84 -2.59 4.58  0.34
H 8.46 -1.55 3.01  0.32
H 6.61 -3.17 0.86  0.23
H 8.36 -3.50 1.43  0.32
H 7.07 -4.91 1.30  0.29
H 1.46 -4.36 4.33  0.54
H -0.85 -3.03 3.75  0.29
H -0.77 -0.64 2.90  0.24
H 1.36 0.72 2.58  0.33
H 3.73 -0.38 3.20  0.31
C -1.32 3.12 -0.21  -0.91
C -0.16 2.23 -0.64  -0.29
O -0.19 0.95 -0.02  -0.34
C -1.32 0.14 -0.30  0.20
C -1.49 -0.19 -1.76  -0.62
H -1.37 3.18 0.88  0.21
H -1.20 4.12 -0.62  0.47
H -2.27 2.72 -0.56  0.12
H 0.78 2.70 -0.33  0.36
H -0.12 2.13 -1.73  0.16
H -2.23 0.61 0.11  0.02
H -1.18 -0.79 0.26  0.26
H -1.72 0.70 -2.35  -0.27
H -2.31 -0.91 -1.90  0.56
H -0.58 -0.63 -2.17  0.18
Cl 2.53 -1.34 5.87  -0.30
Be 2.50 -2.86 1.46  -0.03
O 0.70 -5.73 2.08  -0.42
H 0.58 -6.48 2.68  0.16
H 1.63 -5.47 2.22  0.24
C -4.50 2.15 3.20  -0.82
C -4.68 2.67 1.76  -0.48
O -3.84 1.99 0.99  -0.62
H -3.48 2.30 3.57  0.26
H -5.18 2.69 3.87  0.28
H -4.75 1.08 3.28  0.29
H -4.54 3.77 1.83  0.26
H -5.76 2.60 1.55  0.22
O -0.84 4.13 -6.60  -0.61
S -2.04 3.56 -7.15  1.22
O -3.31 4.23 -7.06  -0.62
O -2.20 2.05 -6.61  -0.31
C -2.18 1.83 -5.20  -0.48
C -3.50 2.20 -4.55  -0.77
C -1.74 3.15 -8.85  -0.94
H -1.34 2.36 -4.74  0.43
H -2.00 0.76 -5.05  0.27
H -3.66 3.28 -4.60  0.42
H -3.51 1.91 -3.50  0.45
H -4.33 1.72 -5.07  -0.03
H -0.81 2.60 -8.93  0.33
H -1.68 4.09 -9.41  0.38
H -2.58 2.56 -9.22  0.31
C 2.83 -1.47 -3.11  -0.65
N 1.84 -1.45 -4.23  0.90
O 0.67 -1.24 -3.94  -0.56
O 2.28 -1.64 -5.35  -0.54
H 2.31 -1.29 -2.18  0.19
H 3.30 -2.46 -3.11  0.29
H 3.56 -0.69 -3.31  0.30
C -6.27 2.01 6.69  0.83
O -6.65 0.85 6.54  -0.48
O -6.13 2.85 5.76  -0.41
O -5.98 2.55 7.78  -0.38
O -6.74 1.66 -5.04  -0.42
H -7.64 1.58 -4.63  0.47
H -6.45 2.60 -5.10  0.47
H -6.70 1.21 -5.92  0.44
Li -0.78 -7.68 2.51  0.95

Results
- Multiplicity: 1
- Gap between HOMO and LUMO: 1.84 eV
- HOMO: -7.24 eV
- Electronic energy: -86321.5218 eV
- Net charge: +1